ORCA calculation (the ωB97M-V functional and the def2-TZVPD basis) on C30H52FeP2 as an isolated structure.

```
85
Properties=species:S:1:pos:R:3:forces:R:3
Fe -0.95915 0.07743 0.25567 -1.570 -4.421 0.816
C -2.32501 0.89594 1.80501 -0.839 -1.250 0.553
C -3.02785 0.53693 0.58907 0.095 -0.836 1.079
C -2.19366 -1.40820 1.55900 -1.397 0.968 -0.034
C -1.83900 -0.30636 2.40384 -1.054 0.453 -0.593
C -2.97057 -0.90414 0.45682 0.331 0.527 1.482
C -2.36592 2.22368 2.48099 0.212 0.259 0.057
H -2.76637 2.99750 1.81437 0.148 -0.079 0.228
H -1.36725 2.53362 2.82841 -0.304 0.059 -0.038
H -3.01984 2.16690 3.36469 0.174 0.134 -0.235
C -1.21642 -0.43738 3.74617 0.380 0.137 0.243
H -1.28357 0.50875 4.30139 0.037 -0.296 -0.076
H -0.15585 -0.71824 3.65579 -0.290 0.084 0.205
H -1.71805 -1.22102 4.33324 0.104 0.224 -0.131
C -1.96215 -2.82575 1.92693 0.252 -0.432 0.016
H -2.34425 -3.03939 2.93874 0.034 0.069 -0.315
H -0.87979 -3.01877 1.94651 -0.364 -0.125 0.036
H -2.43789 -3.52244 1.22455 0.102 0.154 0.235
C -3.86192 -1.71600 -0.40502 -0.257 -0.239 -0.413
H -4.78530 -1.96702 0.14653 0.288 0.083 -0.228
H -3.39531 -2.66478 -0.70078 -0.207 0.186 -0.028
H -4.15389 -1.15837 -1.30539 0.027 -0.280 0.148
C -3.93129 1.44299 -0.16163 -0.262 0.248 -0.197
H -4.93281 1.43069 0.29065 0.138 0.065 -0.148
H -4.03581 1.13961 -1.20601 -0.026 0.114 0.018
H -3.57124 2.47648 -0.12746 -0.117 -0.084 -0.139
C 2.10038 3.14947 -1.86051 -0.006 1.547 0.356
C 1.09991 4.02376 -1.62678 1.482 0.033 -0.287
C 0.22584 4.57994 -2.70753 -0.525 0.192 0.064
C -0.39793 3.52789 -3.67772 0.092 0.655 0.084
C -0.51844 2.11673 -3.16309 0.338 -0.162 -0.736
C 0.46666 1.23026 -3.37544 -0.620 0.313 -0.963
C 1.81029 1.61118 -3.93998 0.503 -0.100 -0.393
C 2.56149 2.79511 -3.24182 -0.083 -0.288 -0.549
H 0.78459 5.31823 -3.30509 -0.142 -0.144 0.180
H 0.19033 3.54177 -4.61205 -0.265 -0.229 0.354
H -0.59608 5.12824 -2.22758 0.244 -0.035 -0.124
H 2.48797 3.67435 -3.89938 -0.021 -0.136 0.325
H 2.74224 2.80976 -1.03358 -0.373 0.302 -0.223
H 0.97260 4.47330 -0.63623 -0.066 -0.517 -0.159
H 3.62819 2.53841 -3.20135 -0.235 0.091 -0.030
H 2.47613 0.72938 -3.91802 -0.358 0.255 -0.042
H 0.25683 0.16520 -3.44368 0.007 0.280 0.699
H 1.70426 1.86898 -5.01509 0.009 -0.196 0.472
H -1.40273 3.89599 -3.93891 0.333 -0.204 0.000
H -1.49914 1.83432 -2.77125 0.244 -0.216 -0.151
P 1.31376 0.60497 0.54505 0.804 -1.642 0.644
P -0.26813 -1.38694 -1.36839 0.192 -0.389 0.147
C 2.18163 0.05741 -0.96117 0.404 0.653 -0.369
C 1.58959 -1.18572 -1.63815 -0.346 -0.606 -0.385
H 3.23153 -0.10804 -0.67541 -0.231 -0.037 -0.039
H 2.17465 0.90193 -1.65337 0.064 -0.276 0.111
H 1.78178 -1.18476 -2.72134 0.229 0.115 0.335
H 2.06393 -2.09440 -1.23135 -0.280 0.300 -0.124
C -0.29633 -3.14720 -0.89791 -0.145 0.070 0.033
H -1.33217 -3.48847 -0.77737 0.350 0.027 -0.052
H 0.23867 -3.23848 0.05365 -0.127 -0.123 -0.272
H 0.20193 -3.72842 -1.68223 -0.110 -0.026 0.152
C -1.42434 -1.38978 -2.79059 0.426 -0.057 -0.820
H -0.93546 -1.76870 -3.69862 -0.342 0.070 0.015
H -1.81787 -0.37875 -2.96869 0.184 -0.368 -0.025
H -2.27222 -2.04504 -2.54187 0.425 0.171 0.012
C 2.26098 1.46288 1.79061 0.755 0.975 0.032
H 1.63882 2.25066 2.24319 0.292 -0.236 -0.155
H 3.16149 1.91334 1.35341 -0.119 0.085 0.279
H 2.55156 0.75260 2.57505 -0.100 0.063 -0.310
C -0.00789 1.80137 0.06518 0.182 1.902 -0.389
H -1.12669 1.61692 -0.16211 0.803 1.528 -0.067
H 0.32018 2.16780 -0.90318 0.120 0.163 0.311
H -0.00846 2.60807 0.80686 0.051 -0.090 -0.191
C 2.82929 -3.67120 1.60388 -0.005 0.016 -0.256
C 2.07755 -2.80061 2.61884 0.223 0.309 0.163
C 1.23680 -3.67953 3.54877 -0.114 -0.265 0.279
C 3.07076 -1.96324 3.43735 0.204 0.047 0.164
C 1.20623 -1.86535 1.90809 0.631 -1.583 0.487
C 0.69788 -0.92755 1.25508 -0.922 2.042 -1.340
H 3.51824 -4.35583 2.11398 -0.152 0.154 -0.063
H 3.40899 -3.03627 0.91949 -0.048 -0.180 0.124
H 2.12633 -4.26866 1.00685 0.183 0.104 0.148
H 1.88708 -4.31810 4.16199 -0.119 0.133 -0.109
H 0.62464 -3.06027 4.21841 0.144 -0.173 -0.118
H 0.56372 -4.32968 2.97363 0.179 0.156 0.144
H 3.65924 -1.32273 2.76642 -0.008 -0.173 0.171
H 2.52795 -1.31596 4.13979 0.162 -0.180 -0.070
H 3.75117 -2.61320 3.99919 -0.033 0.161 -0.017
```
Positions in Å, forces in eV/Å.

Properties
**Kohn-Sham gap (alpha / beta)**: 0.20383 / 0.27508 hartree
**Charge**: +1
**⟨S²⟩**: 8.791
**LUMO energy (alpha / beta)**: -1.9 / -3.2 eV
**2S+1**: 6
**Energy above the lowest of the compared OMol25 structures with the same formula, charge and spin**: 0.0 kcal per mole

Löwdin atomic charge list, values in e, 8 entries: 0.317 -0.287 -0.304 -0.250 -0.248 -0.270 -0.034 0.077